This record from the OMol25 dataset describes a 2-piece molecular cluster, C6H7FN3 overall. The level of theory is wB97M-V/def2-TZVPD.

```
17
Properties=species:S:1:pos:R:3:forces:R:3:lowdin_charge:R:1
C -1.31525 -0.17869 -0.35464 -3.07 -1.62 -1.31 -0.02
C 0.64202 0.72439 0.85203 -2.59 1.97 -0.73 -0.02
C -2.16245 0.80789 0.22021 1.19 -0.84 -0.48 0.05
C -0.15260 1.81813 1.21758 -1.46 -0.16 0.68 0.06
C -0.05110 -0.04126 0.00486 2.12 -3.46 -0.76 0.00
C -1.53615 1.76661 0.96713 0.32 0.26 -0.34 -0.26
N 0.50724 -2.70153 -0.84899 1.39 -2.08 -1.19 0.18
N 2.27389 -1.08916 -0.92433 1.78 -3.34 -1.49 0.15
N 1.13271 -1.68590 -0.69846 -3.86 5.93 2.06 -0.19
F -2.39343 2.68834 1.40631 0.78 0.54 0.54 0.10
H -1.67918 -1.07130 -1.01066 0.66 1.80 1.33 0.17
H 1.61045 0.59293 1.10976 2.88 -0.22 0.86 0.09
H -3.22758 0.95982 0.18932 -0.27 -0.72 -0.68 0.14
H 0.14059 2.64902 1.81765 0.76 0.25 0.41 0.13
H 1.02623 -3.47519 -1.37633 -0.34 0.86 0.65 0.14
H 2.30519 -0.09007 -1.04943 -0.52 0.04 0.10 0.13
H 2.87943 -1.67404 -1.52201 0.24 0.78 0.37 0.15
```
Forces are in eV/Å.

strongest force on any atom = 7.4 eV/Å
charge = +1
LUMO level = -4.88 eV
HOMO-LUMO gap = 0.33519 hartree